[1]
Formula: C16H18N2O5S
Source: OMol25
Level of theory: ωB97M-V/def2-TZVPD

```
! wB97M-V def2-TZVPD RIJCOSX def2/J DEFGRID3
* xyz 0 1
S 6.00156 -1.52868 0.09247
O 1.61955 3.77049 -0.47308
O -1.66236 1.35106 0.69582
O -5.22127 -2.82819 0.11336
O 5.84951 -2.70418 0.90081
O 7.16816 -0.71010 0.25241
N 1.08058 1.75195 0.45372
N 5.92368 -2.00721 -1.52538
C 3.35828 -1.10207 0.63503
C -3.40650 -1.78601 1.15852
C 2.21666 -0.32915 0.70418
C 3.46083 1.58682 -0.08347
C -6.24367 -2.84057 -0.85269
C 4.59954 0.80566 -0.14648
C -4.45478 -0.64727 -0.67222
C -2.52019 -0.74543 1.30277
C -0.59821 3.46898 0.39197
C -3.55876 0.40335 -0.52766
C -4.39084 -1.74983 0.16728
C 2.25842 1.02141 0.34442
C 0.82591 3.03189 0.06222
C 4.53998 -0.52616 0.21144
C -2.58997 0.36511 0.46042
C -1.67541 2.51074 -0.11562
H -5.83790 -2.81436 -1.86929
H -1.76562 -0.76822 2.07342
H -5.19770 -0.58145 -1.45094
H 5.54509 1.21970 -0.45687
H 6.69862 -1.64340 -2.05580
H -0.68983 3.55587 1.47708
H -0.75202 4.45321 -0.05011
H 3.35747 -2.14275 0.91616
H 3.48916 2.62758 -0.35958
H -6.93676 -2.00406 -0.71574
H -1.48541 2.24451 -1.16459
H 0.28451 1.24231 0.82567
H -3.36151 -2.64622 1.80654
H 1.28440 -0.76302 1.03650
H -3.63961 1.24291 -1.19964
H -6.77801 -3.77740 -0.70369
H 5.86003 -3.00850 -1.61116
H -2.65565 3.00070 -0.04818
*
```

Computed properties:
energy above the lowest of the compared OMol25 structures with the same formula, charge and spin = 65.2 kcal/mol
electronic energy = -40936.806 eV
max |F| = 0.78 eV/A
E_LUMO = 0.54 eV
highest occupied orbital energy = -8.46 eV
SMILES = COc1ccc(OCCC(=O)Nc2ccc(S(N)(=O)=O)cc2)cc1
molar mass = 350.40 g/mol

=====

[2]
Formula: C16H18N2OsS2
Source: OMol25
Level of theory: ωB97M-V/def2-TZVPD

```
! wB97M-V def2-TZVPD RIJCOSX def2/J DEFGRID3
* xyz 2 1
Os -0.01537 0.24693 0.08532
S 1.07046 1.01378 -1.77140
S -1.11042 -0.41749 1.97613
N -1.06024 -1.18583 -1.42881
N 1.25072 -1.67529 0.44680
C -2.52067 -1.05900 -1.27208
C -0.57295 -2.45421 3.65937
C -0.79894 -1.28507 -5.17724
C -0.20927 -1.82714 2.46003
C -0.64881 -0.88561 -2.79995
C 0.71074 0.38566 -4.36929
C 0.15936 -0.31027 -5.42434
C 0.32450 0.09998 -3.05266
C 1.15619 -4.07601 3.33730
C 0.10054 -3.57937 4.08992
C -1.20288 -1.56355 -3.87475
C 0.86262 -2.32750 1.69718
C 2.67831 -1.30718 0.45976
C 0.91978 -2.52350 -0.71803
C 1.53732 -3.45006 2.15445
C -0.58383 -2.52232 -1.01355
H 3.31845 -2.17484 0.63447
H 1.44197 1.16059 -4.54017
H -2.81698 -1.33684 -0.26072
H -0.19075 -4.06331 5.00805
H 2.37611 -3.84357 1.59879
H -3.06016 -1.70664 -1.96680
H 1.23180 -3.55577 -0.53380
H 1.69871 -4.94750 3.66836
H -0.77832 -3.25442 -1.80292
H 2.87818 -0.59083 1.25766
H -1.13556 -2.82128 -0.11924
H -1.38288 -2.03988 4.23853
H 2.96411 -0.87081 -0.49715
H 0.46821 -0.09318 -6.43436
H -2.83624 -0.03440 -1.47241
H -1.96612 -2.31097 -3.71101
H 1.46622 -2.14511 -1.58508
H -1.24682 -1.82839 -5.99355
*
```

Computed properties:
electronic energy = -43983.755 eV
max |F| = 4.23 eV/A
E_LUMO (alpha / beta) = -10.20 / -10.14 eV
highest occupied orbital energy (alpha / beta) = -14.74 / -14.77 eV
molar mass = 492.70 g/mol

=====

[3]
Formula: C16H18N3O8P2Ru
Source: OMol25
Level of theory: ωB97M-V/def2-TZVPD

```
! wB97M-V def2-TZVPD RIJCOSX def2/J DEFGRID3
* xyz 0 2
Ru -0.59605 0.49925 -0.41807
P -2.80252 2.32636 -1.03970
P -0.67525 3.60146 0.64386
O -1.06802 -0.56098 1.11033
O -0.35050 4.50176 -0.50356
O -0.44173 4.39039 2.01961
O -4.08863 2.83610 -1.56524
O -1.54350 2.56493 -2.00709
O -2.63763 0.88961 -0.56927
O -0.12121 2.21361 0.80354
O 1.04310 0.57114 -1.48372
N -0.77346 -1.10619 -1.56492
N 0.10886 -1.18768 -2.63485
N -3.06327 4.72855 0.05004
C 1.01489 -0.27793 -2.50104
C -2.48323 3.39059 0.45740
C -3.76748 -2.68255 2.20312
C -1.52781 -2.11464 -1.33572
C -3.22971 2.83112 1.65652
C -2.31006 -2.24127 -0.12657
C -2.77904 -1.72277 2.18583
C -3.30836 -3.22341 -0.07649
C 3.13450 -0.85279 -5.55482
C 4.09256 0.94164 -4.27249
C 3.07952 0.81415 -3.33402
C 4.12179 0.10964 -5.38179
C -4.04434 -3.44301 1.06502
C 2.12127 -0.98425 -4.62141
C -2.03022 -1.47974 1.02676
C 2.09141 -0.14990 -3.50572
H 3.15581 -1.50128 -6.42097
H 3.04293 1.45682 -2.46564
H -3.34974 5.28670 0.85223
H 4.91293 0.21013 -6.11375
H -2.54593 -1.13569 3.06447
H -3.49363 -3.81254 -0.96722
H -0.17972 3.78532 2.72498
H -2.79200 1.87032 1.92486
H -4.28405 2.66414 1.42762
H 1.34605 -1.72772 -4.74343
H -1.51708 -2.92226 -2.06225
H -1.01059 3.36620 -1.79434
H 4.85973 1.69268 -4.13675
H -3.14723 3.50418 2.51403
H -3.85961 4.51352 -0.58015
H -2.32299 5.22812 -0.46534
H -4.33160 -2.85021 3.11197
H -4.81887 -4.19694 1.08413
*
```

Computed properties:
energy above the lowest of the compared OMol25 structures with the same formula, charge and spin = 4.9 kcal/mol
electronic energy = -58900.147 eV
max |F| = 0.23 eV/A
E_LUMO (alpha / beta) = -0.23 / -0.20 eV
highest occupied orbital energy (alpha / beta) = -7.86 / -7.99 eV
<S²> = 0.758
molar mass = 543.35 g/mol

=====

[4]
Formula: C16H18N4O7S4SbV
Source: OMol25
Level of theory: ωB97M-V/def2-TZVPD

```
! wB97M-V def2-TZVPD RIJCOSX def2/J DEFGRID3
* xyz -2 3
Sb 4.49681 2.43646 -0.14720
V -0.65640 1.45631 1.21229
S 0.33806 3.60941 0.92002
S 4.71732 0.12504 -0.37011
S 1.46035 2.11377 1.96249
S 6.14062 3.32650 1.18919
O -1.61232 1.78321 3.15383
O -6.34174 1.27060 3.52921
O -2.43261 1.29074 0.62816
O -3.89205 1.51294 5.09682
O 0.68796 0.78190 -5.61820
O -5.46836 0.69470 0.72380
O -0.47532 -0.63427 1.81880
N -0.75071 -2.25962 0.25309
N -0.00901 0.90424 -0.74196
N 2.75661 1.40558 -4.84626
N 1.37230 -1.99489 1.31415
C -5.21709 1.30731 3.10995
C -2.07150 -1.69438 0.09976
C 1.80910 0.74175 -2.23989
C -3.32611 1.33794 1.62803
C -2.86720 1.57750 2.92824
C -3.94069 1.51893 3.88662
C 0.95949 0.90602 -3.28499
C -4.73564 1.07560 1.63871
C 2.05095 -1.32603 2.38493
C -0.40953 1.11922 -3.04976
C 0.02488 -1.56558 1.13160
C 1.46823 0.97849 -4.68976
C -0.84116 1.16523 -1.77704
C 1.27082 0.73214 -1.00949
C -0.43573 -3.68641 -0.09295
C 2.17038 -2.21288 0.13695
H 3.19381 -1.74823 0.19225
H -0.22731 -3.80192 -1.17782
H 3.10913 1.48257 -5.75895
H 1.63950 -1.76740 -0.72741
H 2.84781 0.55289 -2.32938
H -2.00298 -0.60717 -0.12320
H 2.10541 -0.26228 2.09560
H -1.86815 1.49237 -1.53012
H 0.44360 -4.03886 0.42205
H -2.63933 -2.17673 -0.68902
H -1.03644 1.40557 -3.89095
H 3.42331 1.44834 -4.07201
H -1.34292 -4.23662 0.06191
H -2.61060 -1.80299 1.03178
H 1.43461 -1.39894 3.26660
H 3.01335 -1.72106 2.56776
H 1.93549 0.62234 -0.15918
H 2.34101 -3.23936 -0.05891
*
```

Computed properties:
energy above the lowest of the compared OMol25 structures with the same formula, charge and spin = 12.7 kcal/mol
electronic energy = -112748.820 eV
max |F| = 2.81 eV/A
E_LUMO (alpha / beta) = 3.97 / 3.92 eV
highest occupied orbital energy (alpha / beta) = -1.74 / -1.88 eV
<S²> = 2.031
molar mass = 679.31 g/mol

=====

Please write out number 3 again, unchanged.
Formula: C16H18N3O8P2Ru
Source: OMol25
Level of theory: ωB97M-V/def2-TZVPD

```
! wB97M-V def2-TZVPD RIJCOSX def2/J DEFGRID3
* xyz 0 2
Ru -0.59605 0.49925 -0.41807
P -2.80252 2.32636 -1.03970
P -0.67525 3.60146 0.64386
O -1.06802 -0.56098 1.11033
O -0.35050 4.50176 -0.50356
O -0.44173 4.39039 2.01961
O -4.08863 2.83610 -1.56524
O -1.54350 2.56493 -2.00709
O -2.63763 0.88961 -0.56927
O -0.12121 2.21361 0.80354
O 1.04310 0.57114 -1.48372
N -0.77346 -1.10619 -1.56492
N 0.10886 -1.18768 -2.63485
N -3.06327 4.72855 0.05004
C 1.01489 -0.27793 -2.50104
C -2.48323 3.39059 0.45740
C -3.76748 -2.68255 2.20312
C -1.52781 -2.11464 -1.33572
C -3.22971 2.83112 1.65652
C -2.31006 -2.24127 -0.12657
C -2.77904 -1.72277 2.18583
C -3.30836 -3.22341 -0.07649
C 3.13450 -0.85279 -5.55482
C 4.09256 0.94164 -4.27249
C 3.07952 0.81415 -3.33402
C 4.12179 0.10964 -5.38179
C -4.04434 -3.44301 1.06502
C 2.12127 -0.98425 -4.62141
C -2.03022 -1.47974 1.02676
C 2.09141 -0.14990 -3.50572
H 3.15581 -1.50128 -6.42097
H 3.04293 1.45682 -2.46564
H -3.34974 5.28670 0.85223
H 4.91293 0.21013 -6.11375
H -2.54593 -1.13569 3.06447
H -3.49363 -3.81254 -0.96722
H -0.17972 3.78532 2.72498
H -2.79200 1.87032 1.92486
H -4.28405 2.66414 1.42762
H 1.34605 -1.72772 -4.74343
H -1.51708 -2.92226 -2.06225
H -1.01059 3.36620 -1.79434
H 4.85973 1.69268 -4.13675
H -3.14723 3.50418 2.51403
H -3.85961 4.51352 -0.58015
H -2.32299 5.22812 -0.46534
H -4.33160 -2.85021 3.11197
H -4.81887 -4.19694 1.08413
*
```

Computed properties:
energy above the lowest of the compared OMol25 structures with the same formula, charge and spin = 4.9 kcal/mol
electronic energy = -58900.147 eV
max |F| = 0.23 eV/A
E_LUMO (alpha / beta) = -0.23 / -0.20 eV
highest occupied orbital energy (alpha / beta) = -7.86 / -7.99 eV
<S²> = 0.758
molar mass = 543.35 g/mol